A single C4H7NO2 molecule in a non-equilibrium geometry. Source: OMol25; level of theory: wB97M-V/def2-TZVPD.

```
14
Properties=species:S:1:pos:R:3:forces:R:3:lowdin_charge:R:1
C -2.0211 0.5670 -0.0486 -0.084 0.059 -0.067 0.0018
C -0.6897 0.0575 0.4148 -0.244 0.088 0.058 -0.3906
O -0.4311 -1.2541 -0.1694 0.188 0.147 0.289 -0.0355
C 0.8541 -1.4226 0.0562 0.129 0.164 -0.357 0.0350
C 1.5586 0.1342 -0.2692 -0.049 -1.184 0.290 -0.4763
N 2.7166 0.6326 -0.0239 -0.499 -0.285 -0.148 0.0760
O 0.3598 0.8698 -0.0253 0.189 -0.114 -0.472 -0.0160
H -2.2041 1.5637 0.3574 0.079 -0.091 -0.021 0.0932
H -2.8223 -0.0952 0.2867 0.118 0.017 -0.010 0.0914
H -2.0310 0.6221 -1.1379 -0.001 0.010 0.050 0.0954
H -0.6391 -0.0896 1.5030 0.022 0.108 -0.118 0.1614
H 1.5408 -0.5820 -1.3049 -0.174 0.815 1.128 0.1973
H 1.1748 -2.4219 -0.2660 0.366 0.430 -0.280 0.1147
H 2.6337 1.4183 0.6271 -0.038 -0.163 -0.343 0.0521
```
Positions in Å, forces in eV/Å.

The LUMO energy is -0.1 eV. As for the total charge: 0. The calculation puts the largest force on an atom at 1.4 eV Å⁻¹. Its energy above the lowest of the compared OMol25 structures with the same formula, charge and spin is 512.1 kJ/mol. For the total energy, the calculation gives -9841.97179 eV.